[1]
C30H23AsIrN3O4 | wB97M-V/def2-TZVPD

Cartesian coordinates (Å):
Ir -1.059 0.818 -0.876
O -1.679 0.719 1.266
C -2.167 -0.325 1.758
C -2.447 -1.569 1.118
C -3.030 -2.545 1.957
C -3.369 -3.766 1.449
C -3.166 -4.084 0.106
C -2.587 -3.159 -0.733
C -2.208 -1.894 -0.256
O -1.618 -1.091 -1.126
N -3.967 -4.778 2.354
O -4.306 -5.819 1.848
O -4.060 -4.467 3.520
H -2.410 -0.277 2.825
H -3.218 -2.341 3.004
H -3.467 -5.060 -0.252
H -2.415 -3.385 -1.776
N -3.399 2.751 0.329
C -3.301 3.043 -0.952
C -4.197 3.984 -1.544
C -4.063 4.312 -2.875
C -3.051 3.703 -3.597
C -2.210 2.756 -2.957
N -2.314 2.418 -1.686
H -4.114 3.182 0.903
H -2.760 2.083 0.775
H -4.966 4.428 -0.925
H -4.730 5.026 -3.340
H -2.884 3.915 -4.645
H -1.435 2.263 -3.533
C 4.654 0.719 -3.717
C 3.824 1.803 -3.456
C 2.839 1.701 -2.488
C 2.703 0.511 -1.775
C 3.529 -0.578 -2.031
C 4.505 -0.467 -3.011
As 1.365 0.450 -0.406
C 2.149 1.273 1.164
C 2.467 2.586 1.373
C 3.116 2.950 2.567
C 3.431 1.999 3.546
C 3.114 0.678 3.348
C 2.473 0.282 2.146
C 2.135 -1.060 1.804
C 2.353 -2.195 2.623
C 1.986 -3.441 2.172
C 1.397 -3.587 0.912
C 1.165 -2.479 0.080
C 1.538 -1.236 0.517
H 5.418 0.799 -4.478
H 3.946 2.724 -4.009
H 2.188 2.547 -2.295
H 3.430 -1.505 -1.480
H 5.152 -1.308 -3.221
H 2.252 3.351 0.637
H 3.383 3.986 2.729
H 3.930 2.313 4.452
H 3.366 -0.056 4.101
H 2.810 -2.087 3.597
H 2.155 -4.314 2.787
H 1.119 -4.576 0.568
H 0.707 -2.624 -0.891

Atoms 1-3, force components in eV/Å:
Ir 0.4 0.0 0.0
O -0.1 0.1 -0.1
C 0.0 -0.4 0.0

## Properties
charge	+3
HOMO (alpha / beta)	-16.42 / -16.74	eV
maximum force	0.4	eV Å⁻¹
ΔE to the lowest compared entry with this formula, charge and spin	0.0	kcal per mole
HOMO-LUMO gap (alpha / beta)	7.49 / 4.35	eV
spin multiplicity	6

natural (NBO) atomic charge list, values in e, 4 entries: atom 1 (Ir): 1.010, atom 2 (O): -0.705, atom 3 (C): 0.440, atom 4 (C): -0.320



[2]
C30H23ClF5N3O3 | wB97M-V/def2-TZVPD

Cartesian coordinates (Å):
C 2.717 4.550 0.215
C 2.935 4.312 -1.264
O 2.539 2.942 -1.520
C 2.664 2.541 -2.807
C 1.917 1.278 -3.045
N 1.719 0.900 -4.262
C 0.847 0.083 -4.766
C 0.841 -0.332 -6.156
C -0.300 -0.987 -6.684
C -0.319 -1.447 -7.992
C 0.816 -1.249 -8.800
Cl 0.818 -1.852 -10.402
C 1.947 -0.580 -8.301
C 1.951 -0.100 -6.986
O 3.279 3.147 -3.665
H 2.692 5.619 0.447
H 1.773 4.101 0.547
H 3.551 4.118 0.782
H 2.312 4.997 -1.857
H 3.987 4.453 -1.546
H 1.549 0.760 -2.149
H 0.006 -0.301 -4.153
H -1.166 -1.119 -6.037
H -1.186 -1.965 -8.393
H 2.809 -0.435 -8.945
H 2.801 0.458 -6.594
C 1.900 2.937 3.975
N 1.119 1.876 4.589
C 1.051 1.709 5.965
C 0.221 0.672 6.199
N -0.223 0.203 4.969
C -1.151 -0.887 4.838
C -0.800 -2.129 5.347
F 0.399 -2.268 5.964
C -1.621 -3.236 5.157
F -1.259 -4.446 5.635
C -2.805 -3.089 4.439
F -3.536 -4.179 4.119
C -3.213 -1.829 4.001
F -4.352 -1.700 3.285
C -2.394 -0.727 4.235
F -2.779 0.513 3.839
C 0.360 0.920 3.984
C 0.097 0.823 2.525
C -0.328 -0.469 1.970
C -0.888 -0.509 0.726
C -1.698 -1.625 0.268
C -2.658 -1.463 -0.765
C -3.562 -2.480 -1.067
C -3.537 -3.685 -0.348
C -2.574 -3.872 0.650
C -1.632 -2.877 0.922
O 0.211 1.847 1.813
H 1.913 2.819 2.888
H 1.454 3.912 4.218
H 2.918 2.911 4.386
H 1.596 2.333 6.654
H -0.116 0.242 7.123
H -0.144 -1.356 2.584
H -0.849 0.384 0.099
H -2.690 -0.502 -1.286
H -4.294 -2.335 -1.866
H -4.253 -4.477 -0.572
H -2.542 -4.801 1.223
H -0.838 -3.052 1.650

Atoms 1-3, force components in eV/Å:
C 0.2 0.0 0.3
C -0.1 -0.3 -0.1
O 0.2 0.9 0.3

## Properties
charge	0
HOMO	-4.49	eV
maximum force	2.1	eV Å⁻¹
ΔE to the lowest compared entry with this formula, charge and spin	50.0	kcal per mole
HOMO-LUMO gap	2.04	eV

natural (NBO) atomic charge list, values in e, 4 entries: atom 1 (C): -0.630, atom 2 (C): -0.070, atom 3 (O): -0.531, atom 4 (C): 0.716



Copy entry 2 word for word.
C30H23ClF5N3O3 | wB97M-V/def2-TZVPD

Cartesian coordinates (Å):
C 2.717 4.550 0.215
C 2.935 4.312 -1.264
O 2.539 2.942 -1.520
C 2.664 2.541 -2.807
C 1.917 1.278 -3.045
N 1.719 0.900 -4.262
C 0.847 0.083 -4.766
C 0.841 -0.332 -6.156
C -0.300 -0.987 -6.684
C -0.319 -1.447 -7.992
C 0.816 -1.249 -8.800
Cl 0.818 -1.852 -10.402
C 1.947 -0.580 -8.301
C 1.951 -0.100 -6.986
O 3.279 3.147 -3.665
H 2.692 5.619 0.447
H 1.773 4.101 0.547
H 3.551 4.118 0.782
H 2.312 4.997 -1.857
H 3.987 4.453 -1.546
H 1.549 0.760 -2.149
H 0.006 -0.301 -4.153
H -1.166 -1.119 -6.037
H -1.186 -1.965 -8.393
H 2.809 -0.435 -8.945
H 2.801 0.458 -6.594
C 1.900 2.937 3.975
N 1.119 1.876 4.589
C 1.051 1.709 5.965
C 0.221 0.672 6.199
N -0.223 0.203 4.969
C -1.151 -0.887 4.838
C -0.800 -2.129 5.347
F 0.399 -2.268 5.964
C -1.621 -3.236 5.157
F -1.259 -4.446 5.635
C -2.805 -3.089 4.439
F -3.536 -4.179 4.119
C -3.213 -1.829 4.001
F -4.352 -1.700 3.285
C -2.394 -0.727 4.235
F -2.779 0.513 3.839
C 0.360 0.920 3.984
C 0.097 0.823 2.525
C -0.328 -0.469 1.970
C -0.888 -0.509 0.726
C -1.698 -1.625 0.268
C -2.658 -1.463 -0.765
C -3.562 -2.480 -1.067
C -3.537 -3.685 -0.348
C -2.574 -3.872 0.650
C -1.632 -2.877 0.922
O 0.211 1.847 1.813
H 1.913 2.819 2.888
H 1.454 3.912 4.218
H 2.918 2.911 4.386
H 1.596 2.333 6.654
H -0.116 0.242 7.123
H -0.144 -1.356 2.584
H -0.849 0.384 0.099
H -2.690 -0.502 -1.286
H -4.294 -2.335 -1.866
H -4.253 -4.477 -0.572
H -2.542 -4.801 1.223
H -0.838 -3.052 1.650

Atoms 1-3, force components in eV/Å:
C 0.2 0.0 0.3
C -0.1 -0.3 -0.1
O 0.2 0.9 0.3

## Properties
charge	0
HOMO	-4.49	eV
maximum force	2.1	eV Å⁻¹
ΔE to the lowest compared entry with this formula, charge and spin	50.0	kcal per mole
HOMO-LUMO gap	2.04	eV

natural (NBO) atomic charge list, values in e, 4 entries: atom 1 (C): -0.630, atom 2 (C): -0.070, atom 3 (O): -0.531, atom 4 (C): 0.716



Number 1 is which compound?
C30H23AsIrN3O4